A structure of composition C29H24BrFeN4P. Source: the OMol25 dataset; level of theory: wB97M-V/def2-TZVPD.

Orbital gap (alpha / beta): 8.61 / 5.41 eV
Energy relative to the best compared isomer or geometry (same formula, charge and spin): 2.2 kcal/mol
Spin multiplicity: 6
Total charge: +3
Strongest force on any atom: 0.84 eV/A
LUMO level (alpha / beta): -8.42 / -11.62 eV

Atoms and positions in Å:
1 Fe 0.099 -0.289 -0.910
2 N 1.232 1.746 1.326
3 P 0.325 0.381 1.655
4 C 0.103 0.292 3.405
5 C -1.039 0.877 3.973
6 C -1.200 0.846 5.345
7 C -0.241 0.226 6.139
8 C 0.893 -0.353 5.572
9 C 1.064 -0.349 4.201
10 C 1.256 -1.052 1.134
11 C 2.660 -1.094 1.052
12 C 3.282 -2.296 0.791
13 C 2.524 -3.453 0.574
14 C 1.139 -3.421 0.624
15 C 0.496 -2.221 0.907
16 C 1.137 2.428 0.105
17 C 1.602 3.728 -0.031
18 C 1.448 4.357 -1.251
19 C 0.831 3.682 -2.303
20 C 0.407 2.395 -2.091
21 N 0.569 1.760 -0.907
22 H 1.544 2.292 2.121
23 H -1.787 1.352 3.350
24 H -2.071 1.300 5.798
25 H -0.382 0.179 7.210
26 H 1.640 -0.814 6.203
27 H 1.932 -0.827 3.766
28 H 3.243 -0.198 1.226
29 H 4.363 -2.350 0.772
30 H 3.029 -4.391 0.379
31 H 0.565 -4.324 0.471
32 H -0.586 -2.206 1.036
33 H 2.058 4.236 0.809
34 H 1.794 5.374 -1.380
35 H 0.679 4.152 -3.264
36 H -0.085 1.834 -2.877
37 Br 0.382 -2.418 -2.746
38 C 2.037 -1.517 -2.727
39 C 3.111 -1.940 -3.476
40 C 4.269 -1.179 -3.380
41 C 4.287 -0.055 -2.562
42 C 3.150 0.277 -1.857
43 N 2.022 -0.452 -1.930
44 H 3.046 -2.810 -4.113
45 H 5.147 -1.461 -3.947
46 H 5.171 0.560 -2.481
47 H 3.121 1.149 -1.216
48 N -1.848 -0.291 -1.246
49 C -2.989 -0.288 -1.438
50 C -4.378 -0.302 -1.692
51 C -4.860 -0.967 -2.829
52 C -6.218 -0.966 -3.069
53 C -7.077 -0.312 -2.191
54 C -6.594 0.349 -1.065
55 C -5.240 0.360 -0.805
56 H -4.179 -1.471 -3.503
57 H -6.611 -1.473 -3.939
58 H -8.141 -0.317 -2.388
59 H -7.276 0.854 -0.396
60 H -4.847 0.870 0.065

Atom charges from the natural (NBO) analysis, given in e for atoms 1 to 5: number 1, Fe, carries 1.53; number 2, N, carries -0.90; number 3, P, carries 1.36; number 4, C, carries -0.38; number 5, C, carries -0.18